1.
Entry from the OMol25 dataset: a single C4H5NOS molecule at a distorted geometry (ωB97M-V with the def2-TZVPD basis set).

Computed properties:
E_HOMO, eV: -8.193
HOMO-LUMO gap, eV: 8.654
Relative energy (zero: lowest compared OMol25 entry of this formula, charge and spin), kJ/mol: 200.5
Lowest unoccupied orbital energy, Ha: 0.0169
Strongest force on any atom, eV/Å: 4.26

```
12
C4H5NOS (ωB97M-V with the def2-TZVPD basis set)
C -0.147 -2.052 -0.051
C 1.355 -1.046 1.127
C -0.247 -0.673 -0.196
C -0.754 2.239 -0.697
N 0.702 -0.098 0.592
O 0.913 -2.267 0.826
S -1.467 0.186 -1.049
H -0.455 -2.796 -0.708
H 2.012 -0.999 1.986
H -0.575 2.295 0.330
H -1.482 2.910 -0.951
H 0.146 2.302 -1.208
```

***

2.
Entry from the OMol25 dataset: 9 unconnected molecules or ions with the total composition C5H27N2O9 at a distorted geometry (ωB97M-V with the def2-TZVPD basis set).

Computed properties:
E_HOMO (spin up / spin down), eV: -2.583 / -9.261
HOMO-LUMO gap (spin up / spin down), eV: 2.793 / 9.338
Relative energy (zero: lowest compared OMol25 entry of this formula, charge and spin), kJ/mol: 163.0
Lowest unoccupied orbital energy (spin up / spin down), Ha: 0.0077 / 0.0028
Strongest force on any atom, eV/Å: 7.45
Spin multiplicity: 2

```
43
C5H27N2O9 (ωB97M-V with the def2-TZVPD basis set)
O -2.106 -2.750 1.955
C -1.657 -2.525 0.852
C -0.197 -1.937 0.543
C -0.428 -0.955 -0.608
C 1.020 -0.604 -1.141
C 1.572 -1.377 -2.049
N 1.654 0.632 -0.557
N 0.264 -1.191 1.844
H -2.306 -2.713 -0.005
H 0.532 -2.767 0.419
H -1.057 -1.073 -1.388
H -0.792 0.049 -0.118
H 2.451 -1.086 -2.388
H 1.179 -2.434 -2.374
H 1.293 1.554 -0.928
H 2.710 0.552 -0.374
H 1.454 0.536 0.397
H -0.393 -0.509 2.145
H 0.351 -1.903 2.531
H 0.400 4.648 0.376
H 1.607 3.642 0.310
O 1.107 4.222 0.981
H -2.214 1.012 -1.829
H -1.439 1.108 -3.244
O -1.327 1.049 -2.322
H 0.440 3.119 1.852
H 0.936 2.138 2.911
O 0.142 2.331 2.422
H -1.379 1.505 2.154
H -2.523 0.855 2.865
O -2.003 0.772 2.042
H -3.164 1.518 0.428
H -3.935 0.444 -0.282
O -3.242 1.006 -0.438
H 0.375 -3.671 -1.845
H 0.036 -5.195 -1.445
O -0.143 -4.277 -1.110
H 0.337 3.562 -2.494
H -0.373 2.269 -1.879
O 0.421 2.867 -1.798
H 2.733 -1.699 1.275
H 4.175 -1.420 1.484
O 3.492 -1.300 0.831
```

***

3.
Entry from the OMol25 dataset: a molecular structure, C21H17BrIrN3O2S at a distorted geometry (ωB97M-V with the def2-TZVPD basis set).

Computed properties:
E_HOMO (spin up / spin down), eV: -14.358 / -14.232
HOMO-LUMO gap (spin up / spin down), eV: 5.302 / 5.048
Net charge: +2
Lowest unoccupied orbital energy (spin up / spin down), Ha: -0.3328 / -0.3375
Strongest force on any atom, eV/Å: 5.96

```
46
C21H17BrIrN3O2S (ωB97M-V with the def2-TZVPD basis set)
Ir 1.351 0.148 -1.597
C -2.452 -3.997 -1.952
C -1.057 -3.504 -2.109
C 0.051 -4.351 -2.066
C 1.333 -3.856 -2.265
C 1.465 -2.497 -2.446
Br 3.133 -1.588 -2.651
N 0.425 -1.657 -2.428
C -0.803 -2.143 -2.296
H -2.475 -5.082 -1.917
H -3.075 -3.665 -2.782
H -2.892 -3.607 -1.033
H -0.096 -5.405 -1.874
H 2.198 -4.501 -2.255
H -1.612 -1.424 -2.359
O 1.427 -1.567 0.163
S 1.243 -0.686 1.313
O 2.292 -0.544 2.257
N 1.013 0.755 0.474
C 1.070 2.031 0.816
C 1.051 2.539 2.128
C 1.056 3.908 2.338
C 1.079 4.801 1.279
C 1.118 4.344 -0.062
C 1.140 5.195 -1.187
C 1.179 4.637 -2.444
C 1.207 3.245 -2.583
N 1.180 2.423 -1.546
C 1.123 2.949 -0.301
C -0.338 -0.984 2.045
C -1.427 -1.167 1.211
C -2.673 -1.358 1.782
C -2.809 -1.349 3.164
C -1.703 -1.173 3.983
C -0.449 -0.981 3.422
H 1.027 1.840 2.948
H 1.038 4.284 3.350
H 1.078 5.864 1.467
H 1.121 6.268 -1.059
H 1.192 5.252 -3.330
H 1.255 2.798 -3.568
H -1.285 -1.164 0.141
H -3.537 -1.512 1.157
H -3.789 -1.478 3.599
H -1.815 -1.191 5.055
H 0.441 -0.852 4.020
```

***

4.
Entry from the OMol25 dataset: 5 unconnected molecules or ions with the total composition C11H22Cl6O2 at a distorted geometry (ωB97M-V with the def2-TZVPD basis set).

Computed properties:
E_HOMO, eV: -9.489
HOMO-LUMO gap, eV: 10.031
Relative energy (zero: lowest compared OMol25 entry of this formula, charge and spin), kJ/mol: 0.0
Lowest unoccupied orbital energy, Ha: 0.0199
Strongest force on any atom, eV/Å: 2.03

```
41
C11H22Cl6O2 (ωB97M-V with the def2-TZVPD basis set)
C 3.749 0.939 -5.188
C 3.084 -0.331 -4.644
C 2.839 -0.034 -3.159
O 3.290 1.299 -2.949
C 3.242 1.993 -4.189
H 3.362 1.113 -6.192
H 4.835 0.976 -5.141
H 3.654 -1.232 -4.864
H 2.111 -0.468 -5.120
H 3.365 -0.721 -2.499
H 1.769 -0.047 -2.933
H 3.826 2.904 -4.078
H 2.201 2.290 -4.386
C -3.790 -0.022 3.028
C -4.206 0.447 1.628
C -3.216 -0.317 0.778
O -1.982 -0.198 1.508
C -2.280 -0.070 2.891
H -4.099 -1.060 3.193
H -4.150 0.624 3.824
H -3.980 1.514 1.553
H -5.243 0.239 1.370
H -2.964 0.049 -0.216
H -3.493 -1.379 0.731
H -1.914 0.922 3.206
H -1.785 -0.795 3.541
C -0.436 1.392 -0.997
Cl -1.332 0.464 -2.244
Cl -0.638 3.157 -1.164
H -0.845 1.104 -0.037
H 0.607 1.153 -1.159
C 0.054 -1.512 5.909
Cl -0.916 -2.716 4.989
Cl 1.419 -1.042 4.847
H -0.499 -0.604 6.116
H 0.421 -1.955 6.826
C 0.794 -1.518 1.171
Cl 1.647 -1.572 -0.390
Cl -0.086 -3.038 1.455
H 1.529 -1.218 1.906
H 0.055 -0.729 1.080
```

***

5.
Entry from the OMol25 dataset: a single C14H21NO4S molecule (ωB97M-V with the def2-TZVPD basis set).

Computed properties:
E_HOMO, eV: -8.289
HOMO-LUMO gap, eV: 8.873
Relative energy (zero: lowest compared OMol25 entry of this formula, charge and spin), kJ/mol: 151.4
Lowest unoccupied orbital energy, Ha: 0.0215
Strongest force on any atom, eV/Å: 0.87

```
41
C14H21NO4S (ωB97M-V with the def2-TZVPD basis set)
C 4.386 2.351 -0.670
H 5.390 2.533 -1.051
O 4.265 0.950 -0.579
C 3.101 0.437 -0.092
C 2.005 1.192 0.297
C 0.866 0.580 0.786
C 0.779 -0.802 0.894
C 1.886 -1.557 0.501
C 3.036 -0.962 0.014
C 4.222 -1.776 -0.395
H 5.078 -1.520 0.227
H 4.493 -1.547 -1.424
H 4.020 -2.839 -0.304
H 1.862 -2.633 0.574
O -0.384 -1.323 1.356
C -0.450 -2.705 1.624
H -1.427 -2.867 2.076
H -0.373 -3.297 0.705
H 0.329 -3.016 2.327
S -0.462 1.684 1.291
O -1.158 1.166 2.424
O 0.108 2.999 1.385
N -1.502 1.771 -0.009
H -1.057 2.294 -0.747
C -2.186 0.580 -0.464
H -1.465 -0.224 -0.673
C -3.017 0.842 -1.723
H -3.529 1.799 -1.614
C -4.023 -0.303 -1.704
H -3.534 -1.223 -2.028
H -4.875 -0.121 -2.356
C -4.425 -0.408 -0.228
H -5.298 0.215 -0.037
H -4.684 -1.432 0.041
C -3.217 0.110 0.572
H -3.486 0.960 1.195
H -2.787 -0.644 1.225
H -2.412 0.864 -2.629
H 1.997 2.269 0.268
H 3.652 2.773 -1.362
H 4.275 2.828 0.309
```

***

6.
Entry from the OMol25 dataset: a molecular structure, C4H10F2Li4N2O9S2 at a distorted geometry (ωB97M-V with the def2-TZVPD basis set).

Computed properties:
E_HOMO, eV: -13.651
HOMO-LUMO gap, eV: 5.033
Net charge: +2
Relative energy (zero: lowest compared OMol25 entry of this formula, charge and spin), kJ/mol: 425.7
Lowest unoccupied orbital energy, Ha: -0.3167
Strongest force on any atom, eV/Å: 8.39

```
33
C4H10F2Li4N2O9S2 (ωB97M-V with the def2-TZVPD basis set)
Li -2.539 -1.283 0.479
Li -1.635 0.810 -3.412
Li -0.923 3.462 -2.297
Li -1.215 2.186 2.695
N -4.601 4.742 -0.006
S -4.267 3.825 -1.451
O -5.285 2.949 -1.998
O -2.888 3.534 -1.634
F -4.357 5.079 -2.406
S -4.709 3.466 0.850
O -3.479 2.726 1.179
O -5.998 2.879 1.039
F -4.693 4.461 2.086
N -0.905 1.430 0.042
O -0.681 2.445 0.700
O -1.406 0.471 0.673
O -0.728 1.324 -1.182
C 1.842 -0.346 -0.482
O 2.968 -1.308 -0.254
C 2.895 -2.017 0.964
C 3.842 -3.245 1.012
O 3.707 -3.944 -0.163
C 4.082 -5.323 -0.142
H 1.766 0.496 0.206
H 0.839 -0.772 -0.459
H 2.089 0.012 -1.481
H 1.983 -2.589 1.136
H 3.132 -1.424 1.847
H 3.479 -3.838 1.851
H 4.892 -2.980 1.138
H 4.347 -5.649 -1.148
H 3.421 -6.104 0.233
H 5.024 -5.477 0.384
```

***

7.
Entry from the OMol25 dataset: a molecular structure, C53H61BeClGe2O3S4Si (ωB97M-V with the def2-TZVPD basis set).

Computed properties:
E_HOMO, eV: -2.461
HOMO-LUMO gap, eV: 6.424
Net charge: -2
Relative energy (zero: lowest compared OMol25 entry of this formula, charge and spin), kJ/mol: 96.8
Lowest unoccupied orbital energy, Ha: 0.1456
Strongest force on any atom, eV/Å: 0.99

```
126
C53H61BeClGe2O3S4Si (ωB97M-V with the def2-TZVPD basis set)
Be 0.179 0.272 0.309
C 1.833 1.555 -4.619
C 2.827 1.122 -3.584
C 3.255 2.020 -2.618
C 4.138 1.638 -1.619
C 4.582 2.636 -0.589
C 4.582 0.314 -1.569
C 4.163 -0.603 -2.533
C 4.529 -2.054 -2.428
C 3.306 -0.178 -3.537
C 5.576 -0.093 -0.553
C 6.893 -0.194 -0.991
C 7.905 -0.531 -0.115
C 7.588 -0.737 1.211
C 6.276 -0.636 1.672
C 5.248 -0.338 0.782
Ge 3.288 -0.290 1.325
S 1.920 -0.852 -0.247
S 2.816 -1.743 3.054
Ge 1.413 0.000 3.559
S -0.388 0.362 2.461
S 2.985 1.506 2.748
C 0.855 -0.147 5.501
C 0.118 -1.260 5.906
C -0.400 -1.305 7.197
C -0.219 -0.249 8.072
C 0.496 0.859 7.663
C 1.032 0.914 6.380
C 1.868 2.079 6.014
C 1.326 3.228 5.443
C -0.125 3.311 5.087
C 2.164 4.302 5.170
C 3.518 4.258 5.455
C 4.426 5.417 5.158
C 4.041 3.105 6.021
C 3.234 2.018 6.304
C 3.830 0.770 6.877
C -0.096 -2.431 5.019
C -1.250 -2.557 4.247
C -2.357 -1.553 4.307
C -1.377 -3.646 3.393
C -0.414 -4.637 3.330
C -0.521 -5.771 2.350
C 0.673 -4.554 4.189
C 0.847 -3.464 5.024
C 2.035 -3.394 5.935
C 6.188 -0.833 3.143
C 6.107 -2.120 3.674
C 5.811 -3.284 2.782
C 6.307 -2.308 5.035
C 6.619 -1.252 5.876
C 6.896 -1.479 7.336
C 6.685 0.024 5.336
C 6.465 0.248 3.986
C 6.533 1.637 3.436
H 2.192 2.433 -5.155
H 0.904 1.822 -4.118
H 1.638 0.756 -5.331
H 2.888 3.040 -2.633
H 4.456 3.652 -0.961
H 5.625 2.487 -0.309
H 3.984 2.516 0.315
H 5.558 -2.203 -2.107
H 4.378 -2.557 -3.381
H 3.867 -2.502 -1.686
H 2.975 -0.891 -4.281
H 7.116 0.007 -2.030
H 8.931 -0.612 -0.453
H 8.365 -0.969 1.930
H -0.947 -2.186 7.509
H -0.626 -0.297 9.075
H 0.657 1.692 8.337
H -0.712 2.588 5.648
H -0.248 3.077 4.029
H -0.513 4.313 5.269
H 1.744 5.188 4.709
H 3.852 6.313 4.929
H 5.057 5.182 4.301
H 5.079 5.622 6.008
H 5.102 3.045 6.230
H 4.770 0.990 7.382
H 4.025 0.061 6.070
H 3.152 0.290 7.582
H -2.320 -0.980 5.230
H -3.324 -2.045 4.219
H -2.242 -0.854 3.479
H -2.249 -3.708 2.756
H -1.506 -5.795 1.889
H -0.332 -6.732 2.833
H 0.219 -5.641 1.560
H 1.412 -5.346 4.194
H 2.486 -4.378 6.052
H 1.750 -3.007 6.912
H 2.777 -2.717 5.511
H 6.286 -3.160 1.810
H 4.732 -3.330 2.622
H 6.140 -4.221 3.230
H 6.244 -3.308 5.442
H 7.077 -2.534 7.533
H 6.044 -1.164 7.939
H 7.764 -0.905 7.664
H 6.928 0.864 5.976
H 7.061 2.304 4.116
H 5.515 2.004 3.288
H 7.030 1.648 2.468
C -3.416 -1.909 -0.051
Si -2.690 -0.178 -0.458
C -3.249 0.277 -2.232
C -3.503 1.083 0.735
O -1.123 -0.173 -0.324
H -4.502 -1.908 -0.112
H -3.140 -2.214 0.952
H -3.047 -2.661 -0.742
H -4.290 0.591 -2.269
H -3.129 -0.561 -2.913
H -2.638 1.099 -2.588
H -4.552 0.890 0.949
H -3.427 2.085 0.325
H -2.960 1.075 1.676
Cl 0.536 5.381 -1.328
C 0.970 4.059 -0.250
C 0.289 2.725 -0.694
O -0.462 2.712 -1.644
O 0.667 1.780 0.053
H 0.644 4.325 0.757
H 2.054 3.943 -0.269
```

***

8.
Entry from the OMol25 dataset: a single C4H4ClN3O4 molecule at a distorted geometry (ωB97M-V with the def2-TZVPD basis set).

Computed properties:
E_HOMO, eV: -10.725
HOMO-LUMO gap, eV: 10.318
Relative energy (zero: lowest compared OMol25 entry of this formula, charge and spin), kJ/mol: 40.2
Lowest unoccupied orbital energy, Ha: -0.0150
Strongest force on any atom, eV/Å: 4.41

```
16
C4H4ClN3O4 (ωB97M-V with the def2-TZVPD basis set)
C 2.329 -0.146 0.012
C 1.438 1.859 -0.764
C 0.993 -0.538 0.570
C -0.118 -0.157 -0.335
N 2.519 0.971 -0.544
N 0.200 1.244 -0.954
N -0.019 -1.022 -1.663
O 1.061 -1.236 -2.152
O 1.624 3.054 -0.903
O -1.057 -1.204 -2.253
O -1.369 -0.175 0.145
Cl 3.722 -1.100 0.400
H 0.896 -1.484 0.884
H 0.806 0.112 1.464
H -0.560 1.687 -1.400
H -1.922 0.333 -0.471
```